No. 1
The following is a DFT calculation (wB97M-V/def2-TZVPD) of 5 unconnected molecules or ions with the total composition C42H86Cl2O8 in a non-equilibrium geometry.

XYZ file:
```
138
Properties=species:S:1:pos:R:3:forces:R:3:mulliken_charge:R:1
C -3.038 -1.853 5.440 -0.0633 -0.0640 0.3509 -1.03
C -4.276 -2.320 6.200 -0.2601 0.0357 -0.1619 -0.44
C -5.599 -2.341 5.376 0.7436 0.2537 0.1101 -0.65
C -5.535 -1.689 3.997 -0.6303 -0.0951 0.1046 0.02
C -6.943 -1.534 3.408 0.3048 -0.4477 -0.4922 -0.84
C -6.945 -1.317 1.874 -0.1819 0.9131 0.5809 -0.83
C -7.462 0.082 1.486 0.3428 -0.2544 0.1507 -0.88
C -6.381 1.148 1.699 -1.0050 0.4561 -0.2396 -0.30
C -6.713 2.467 0.987 0.5709 -0.0724 -0.2534 -0.87
C -5.468 3.297 0.621 -0.7909 0.5260 0.2206 -0.81
C -5.715 4.182 -0.613 0.5479 0.0616 0.1399 -1.21
C -5.142 3.558 -1.897 -0.7427 0.4170 0.5019 0.07
C -5.866 4.083 -3.132 -0.1168 -0.5971 -0.0137 -0.86
C -5.305 3.631 -4.497 0.3586 0.6011 0.2413 -1.00
C -3.805 3.287 -4.537 -0.0729 -0.2749 -0.5332 -0.56
C -3.528 1.782 -4.551 -0.1453 0.2536 -0.0589 -0.42
C -2.167 1.430 -5.140 -0.2366 -0.2971 -0.1989 -0.92
C -1.858 -0.063 -5.018 0.1166 -0.0436 0.4054 -0.95
C -1.308 -0.434 -3.622 0.1115 0.3448 -0.2442 -0.37
C -0.047 -1.292 -3.708 -0.4947 0.1467 -0.0123 -1.18
C 0.765 -1.524 -2.432 0.7037 -0.1293 -0.7675 1.60
C 1.497 -2.876 -2.588 -0.3384 -0.5775 0.4139 -0.83
Cl 3.069 -2.793 -3.289 0.0400 0.0960 -0.0698 -0.18
C 0.973 -4.062 -2.261 -0.1718 0.4030 -0.1167 0.61
C -0.404 -4.267 -1.692 0.3781 0.2460 -0.1997 -1.08
Cl 1.853 -5.529 -2.493 0.1337 -0.0547 -0.0186 -0.22
O 1.825 -0.527 -2.322 -0.2812 0.1394 -0.1204 -0.05
C 2.277 -0.578 -1.036 0.0943 0.0280 -0.0408 0.34
O 3.249 -0.023 -0.651 0.1766 -0.0784 0.2330 -0.46
O 1.432 -1.324 -0.294 -0.2566 0.1769 0.1316 -0.46
C 0.186 -1.278 -1.039 0.1080 -0.0397 0.5762 -0.61
O -0.384 -0.038 -0.834 -0.4485 -0.1029 -0.2359 -0.61
H -2.882 -2.456 4.547 0.0488 0.1072 -0.1505 0.14
H -2.150 -1.954 6.064 0.0333 -0.0392 0.0437 0.40
H -3.124 -0.797 5.190 0.0667 0.0144 -0.2584 0.32
H -4.084 -3.319 6.592 -0.0343 -0.0488 0.0494 0.29
H -4.441 -1.680 7.067 0.1772 0.0345 0.0833 0.29
H -5.904 -3.381 5.260 -0.3043 0.0051 -0.0264 0.31
H -6.355 -1.803 5.949 -0.2227 -0.2269 0.0652 0.28
H -5.080 -0.701 4.062 0.2093 0.0046 -0.1080 0.20
H -4.956 -2.308 3.312 0.2447 0.0819 0.0079 -0.02
H -7.492 -2.455 3.615 -0.1343 0.0402 0.1680 0.39
H -7.465 -0.714 3.902 -0.0898 -0.0052 0.1089 0.45
H -5.908 -1.343 1.538 0.0016 -0.4359 -0.2964 0.38
H -7.535 -2.089 1.386 0.0956 -0.0987 -0.1266 0.41
H -8.316 0.338 2.116 -0.2176 -0.0308 -0.1345 0.27
H -7.804 0.091 0.450 0.0559 0.0124 -0.0874 0.50
H -6.342 1.349 2.771 0.5754 -0.1369 0.0846 0.16
H -5.424 0.795 1.317 0.1398 -0.1497 0.2019 0.37
H -7.253 2.260 0.058 -0.0681 -0.1497 -0.0228 0.39
H -7.365 3.092 1.597 -0.1873 -0.0569 -0.0161 0.35
H -4.605 2.651 0.463 0.1002 -0.0129 -0.0429 0.41
H -5.250 3.961 1.459 0.2700 -0.1734 0.1410 0.42
H -6.777 4.405 -0.730 -0.1242 -0.1612 0.0484 0.45
H -5.237 5.149 -0.433 0.0039 0.0832 -0.2090 0.48
H -5.290 2.479 -1.799 0.2586 -0.1377 -0.2638 0.16
H -4.081 3.796 -1.904 0.1458 -0.2833 -0.1223 0.27
H -5.959 5.168 -3.066 0.2359 0.0986 -0.0805 0.34
H -6.888 3.703 -3.063 -0.1199 0.1597 0.0162 0.27
H -5.877 2.788 -4.880 -0.0077 -0.1209 0.0391 0.47
H -5.463 4.446 -5.204 -0.1662 -0.0121 -0.0504 0.33
H -3.402 3.671 -5.478 0.0570 0.0821 -0.0063 0.52
H -3.241 3.781 -3.749 0.0074 0.0631 0.0645 0.26
H -3.680 1.336 -3.564 0.0969 0.0223 0.0961 0.18
H -4.282 1.339 -5.207 -0.0427 -0.1896 0.0612 0.28
H -1.376 2.031 -4.687 0.1076 -0.0041 0.0081 0.38
H -2.201 1.679 -6.203 0.0882 0.1908 -0.0052 0.46
H -1.142 -0.369 -5.782 0.0416 0.0257 -0.0622 0.53
H -2.781 -0.615 -5.202 0.0083 -0.1095 -0.1448 0.46
H -2.080 -0.913 -3.021 0.0547 -0.0345 0.1430 0.29
H -1.059 0.504 -3.129 -0.1011 0.0861 0.0936 0.35
H -0.316 -2.268 -4.113 -0.0087 -0.0721 0.0301 0.50
H 0.615 -0.845 -4.450 0.2290 -0.0141 0.0988 0.32
H -0.431 -3.983 -0.641 0.2522 0.0612 -0.5725 -0.27
H -0.666 -5.318 -1.741 -0.0814 -0.0069 -0.0760 0.64
H -1.147 -3.689 -2.241 -0.0849 0.0582 -0.0044 0.28
H -0.507 -1.991 -0.617 0.2024 -0.2342 -0.0200 0.61
H -0.035 0.612 -1.456 0.1480 -0.0006 0.0511 0.49
C 6.054 -0.928 0.918 0.1837 -0.0986 -0.0133 -0.93
C 6.384 0.403 0.266 -0.1529 -0.0931 0.0315 0.04
O 7.551 1.018 0.792 -0.0037 0.1392 -0.1028 -0.53
C 8.756 0.291 0.649 0.0871 -0.0559 -0.0122 -0.26
C 9.142 0.018 -0.795 -0.1153 -0.0202 -0.0441 -1.19
H 6.003 -0.822 2.003 -0.0386 0.0335 -0.0014 0.24
H 5.094 -1.292 0.555 -0.0276 0.0483 0.0018 0.24
H 6.806 -1.687 0.694 -0.0250 -0.0129 -0.0267 0.30
H 5.573 1.106 0.453 0.0481 0.0563 0.0061 0.23
H 6.461 0.297 -0.822 0.0174 -0.0402 0.0052 0.18
H 8.711 -0.644 1.219 -0.0091 -0.0207 -0.0326 0.32
H 9.522 0.909 1.119 -0.0439 0.0401 0.0276 0.37
H 8.441 -0.662 -1.282 0.0241 -0.0305 0.0134 0.26
H 10.131 -0.440 -0.837 0.0145 0.0124 0.0126 0.40
H 9.160 0.946 -1.367 0.0354 0.0136 0.0146 0.31
C 4.217 1.328 -3.216 0.1910 0.2996 -0.2565 -0.67
C 3.970 1.212 -4.709 0.0292 -0.0936 0.0630 -0.51
O 3.461 2.393 -5.308 -0.1120 -0.0318 -0.0659 -0.44
C 4.292 3.534 -5.218 0.0607 0.1077 0.0239 -0.29
C 5.646 3.368 -5.888 0.0090 -0.1280 0.0230 -1.05
H 3.323 1.681 -2.708 -0.0437 -0.0531 0.0503 0.16
H 4.494 0.360 -2.810 -0.0373 -0.0581 0.0500 0.20
H 5.025 2.028 -2.989 0.0297 -0.0471 -0.0146 0.56
H 3.211 0.450 -4.889 -0.0375 0.0316 -0.0333 0.16
H 4.878 0.881 -5.227 0.0119 0.0230 0.0144 0.31
H 4.418 3.836 -4.171 0.0337 -0.0240 0.0030 0.29
H 3.738 4.334 -5.711 -0.0513 -0.0384 -0.0093 0.34
H 6.266 2.631 -5.375 0.0189 0.0358 0.0246 0.25
H 6.186 4.316 -5.881 -0.0152 0.0161 -0.0062 0.40
H 5.523 3.041 -6.921 -0.0084 0.0381 -0.0154 0.29
C -4.112 -6.781 2.900 0.1366 -0.0293 -0.0084 -1.31
C -3.912 -5.354 2.421 -0.1171 -0.0598 -0.0067 0.01
O -2.700 -4.765 2.856 -0.0117 0.1716 0.0678 -0.33
C -1.509 -5.400 2.431 0.0648 -0.1158 -0.0119 -0.76
C -1.337 -5.437 0.922 -0.2835 -0.0561 0.4040 -0.87
H -4.004 -6.838 3.984 -0.0407 0.0178 0.0077 0.30
H -5.108 -7.131 2.628 -0.0149 0.0177 0.0074 0.43
H -3.388 -7.466 2.457 -0.0305 -0.0120 -0.0318 0.32
H -4.700 -4.720 2.830 0.0459 0.0465 0.0155 0.17
H -3.997 -5.298 1.329 0.0122 -0.0339 -0.0108 0.28
H -1.440 -6.410 2.851 -0.0124 -0.0177 -0.0267 0.32
H -0.701 -4.819 2.875 -0.0353 0.0374 0.0345 0.35
H -2.083 -6.073 0.441 0.0085 -0.0277 -0.0266 0.29
H -0.352 -5.830 0.667 0.0128 0.0319 0.0318 0.59
H -1.435 -4.433 0.505 -0.2686 -0.2927 0.5072 0.43
C 7.695 1.710 4.012 0.0833 -0.0524 0.1331 -0.51
C 7.524 3.193 4.284 -0.0235 -0.0465 -0.1099 -0.47
O 7.652 3.556 5.650 -0.0782 0.0685 0.0467 -0.44
C 8.902 3.272 6.245 0.0867 -0.0338 0.0528 -0.28
C 10.075 3.985 5.593 -0.0449 -0.0053 -0.1150 -1.05
H 7.024 1.125 4.645 -0.0273 0.0243 -0.0032 0.29
H 7.476 1.493 2.966 -0.0033 0.0453 0.0486 0.02
H 8.715 1.375 4.214 0.0065 0.0085 -0.0345 0.26
H 6.518 3.501 4.000 -0.0127 0.0315 0.0606 0.35
H 8.217 3.777 3.667 0.0225 -0.0232 0.0002 0.30
H 9.079 2.190 6.271 0.0232 0.0018 -0.0343 0.28
H 8.808 3.599 7.281 -0.0588 0.0138 -0.0060 0.35
H 10.255 3.628 4.578 0.0287 -0.0276 0.0169 0.26
H 10.985 3.814 6.170 -0.0060 0.0043 0.0229 0.39
H 9.889 5.058 5.542 0.0096 0.0083 0.0380 0.28
```
Positions in Å, forces in eV/Å.

The highest occupied orbital energy comes out at -9.29 eV. Its SMILES is CCCCCCCCCCCCCCCCCCCC[C@@]1(/C(Cl)=C(\C)Cl)OC(=O)O[C@H]1O.CCOCC.CCOCC.CCOCC.CCOCC.

=====

No. 2
The following is a DFT calculation (wB97M-V/def2-TZVPD) of 8 unconnected molecules or ions with the total composition C42H86N5O7S3 in a non-equilibrium geometry.

XYZ file:
```
143
Properties=species:S:1:pos:R:3:forces:R:3:mulliken_charge:R:1
C 1.886 -2.332 -2.717 -0.6635 -0.8281 -0.8521 -0.58
C 1.845 -1.582 -4.034 0.8841 0.0814 0.8128 -0.72
S 2.170 0.194 -3.762 -0.4336 -0.1987 -0.6264 0.02
C 3.929 0.243 -4.216 -0.0456 -0.1248 0.6737 -0.72
C 4.840 0.697 -3.084 -1.7590 1.5482 -0.3053 0.06
N 3.975 1.192 -1.940 2.0083 -1.7488 0.9089 -0.34
C 4.876 1.856 -1.165 0.8489 -0.6083 -1.5440 0.22
N 4.676 2.258 0.020 -0.8263 0.0246 1.5865 -0.04
C 3.411 2.197 0.789 0.7725 -0.0682 0.6140 -0.84
C 2.724 0.840 0.905 -0.0535 0.4241 -1.5599 -1.09
C 1.447 0.827 0.064 -1.0047 -0.1911 0.4733 0.13
S 0.510 2.355 0.448 -0.3818 0.0179 0.1728 -0.28
C -0.600 2.682 -0.919 0.6396 -0.2439 -0.2240 0.01
S -0.510 4.115 -1.651 0.5940 0.8433 0.0864 -0.21
N -1.526 1.705 -1.259 0.1075 1.0404 0.2821 0.45
C -2.589 1.783 -0.219 0.0567 -1.3850 0.3666 0.50
C -3.226 0.446 0.105 -0.4504 0.9094 0.1520 -1.75
C -2.081 1.997 -2.575 -1.1070 -0.8576 -1.0253 -0.94
C -2.918 0.855 -3.150 0.3554 0.0161 1.0882 -1.46
N 6.097 2.055 -1.800 -1.7447 2.5607 -0.4326 -0.58
C 5.693 1.933 -3.240 0.8820 -2.3174 -0.6201 -0.41
N 6.826 1.616 -4.059 -0.3179 0.4981 -0.0603 -0.45
H 1.183 -1.950 -2.005 -0.2821 0.3977 0.5250 0.19
H 2.883 -2.367 -2.315 0.4743 0.1728 0.3216 0.25
H 1.579 -3.359 -2.917 0.0334 -0.2039 0.1188 0.13
H 2.644 -1.980 -4.636 0.2771 0.0438 -0.5076 0.38
H 0.954 -1.751 -4.599 -0.7896 0.2178 -0.1080 0.59
H 4.189 -0.777 -4.407 0.2288 -0.4425 -0.6227 0.07
H 4.044 0.842 -5.096 0.2566 0.2771 -0.5397 0.54
H 5.542 -0.063 -2.787 0.0182 -0.6543 0.4087 0.41
H 3.864 0.341 -1.401 -1.7752 -0.1637 0.1819 0.04
H 5.469 2.660 0.470 0.4246 0.3247 0.4503 0.29
H 3.699 2.513 1.769 0.1780 0.3639 0.5935 0.28
H 2.748 2.947 0.400 -0.1940 0.2753 -0.3028 0.63
H 2.505 0.530 1.908 -0.0877 0.2480 0.6659 0.40
H 3.402 0.093 0.522 0.2067 -0.5729 -0.0455 0.61
H 1.568 0.721 -0.997 0.4069 0.2923 -0.5554 -0.17
H 0.853 -0.016 0.367 -0.3128 -0.4601 0.1811 0.60
H -3.332 2.499 -0.531 -0.3365 0.3782 -0.3113 0.37
H -2.188 2.171 0.698 0.5181 0.2380 0.3783 -0.25
H -3.749 0.565 1.039 -0.3072 -0.0269 0.4950 0.51
H -2.512 -0.338 0.250 0.4609 -0.4725 -0.1988 0.25
H -3.975 0.213 -0.624 -0.2183 -0.5768 -0.4716 0.43
H -1.313 2.221 -3.284 0.7916 0.0549 -0.1449 0.74
H -2.706 2.874 -2.550 -0.1442 0.5995 0.2165 0.50
H -3.967 1.020 -3.000 -0.6537 0.1639 -0.1486 0.32
H -2.687 -0.017 -2.571 0.1910 -0.8268 0.0015 0.45
H -2.696 0.680 -4.182 0.0472 -0.0225 -0.6091 0.15
H 6.193 3.061 -1.677 1.3833 0.1631 0.3659 0.33
H 5.086 2.738 -3.620 -0.0747 0.6712 0.0008 0.52
H 7.612 1.499 -3.449 0.6308 -0.1590 -0.0602 0.24
H 7.013 2.336 -4.730 0.3090 0.2753 -0.2777 0.26
C -2.092 1.680 -8.843 -0.0807 -0.1668 0.0309 -0.56
C -3.396 2.299 -8.350 0.0898 0.1471 0.0087 -0.61
C -3.417 1.865 -6.892 0.1225 -0.0667 0.0113 -0.46
O -2.046 1.768 -6.474 -0.0588 0.0141 -0.1952 -0.30
C -1.193 1.837 -7.626 -0.0092 0.1625 0.1236 -0.45
H -1.687 2.157 -9.732 0.0127 0.0379 -0.0118 0.34
H -2.243 0.621 -9.064 0.0153 0.0033 -0.0117 0.27
H -3.340 3.388 -8.416 -0.0172 0.0158 -0.0017 0.29
H -4.275 1.971 -8.901 -0.0161 -0.0346 0.0003 0.33
H -3.874 0.881 -6.780 -0.1397 -0.1192 -0.0042 0.32
H -3.945 2.568 -6.249 0.0694 0.0206 0.0785 0.31
H -0.696 2.813 -7.623 0.0420 -0.0122 -0.0594 0.28
H -0.430 1.060 -7.561 -0.0233 -0.0122 0.0952 0.25
C 1.392 -7.799 -3.751 -0.1102 -0.0571 0.0980 -0.56
C 0.408 -7.405 -4.846 0.1190 0.1101 -0.1024 -0.54
C -0.383 -6.296 -4.168 -0.1329 -0.1768 0.1960 -0.40
O 0.509 -5.656 -3.249 0.1715 -0.1181 -0.0511 -0.38
C 1.692 -6.454 -3.106 0.0560 0.1443 -0.0844 -0.41
H 2.284 -8.300 -4.120 0.0262 0.0172 -0.0189 0.33
H 0.903 -8.459 -3.031 0.0161 -0.0080 0.0203 0.26
H 0.949 -7.007 -5.708 -0.0227 -0.0103 -0.0049 0.26
H -0.220 -8.225 -5.189 -0.0246 -0.0095 0.0232 0.34
H -1.226 -6.700 -3.598 -0.0212 -0.0208 -0.0701 0.25
H -0.762 -5.561 -4.870 -0.0493 0.1779 -0.0686 0.27
H 2.513 -5.942 -3.621 0.0532 -0.0692 0.0204 0.25
H 1.946 -6.540 -2.050 -0.0496 0.0658 0.0373 0.32
C -0.976 5.002 4.915 0.0252 -0.1623 -0.0202 -0.26
C -0.254 5.238 3.591 -0.0454 0.1307 0.0268 -0.52
C -1.249 4.669 2.590 -0.1023 -0.1573 0.0179 0.82
O -2.550 4.862 3.152 0.1158 -0.0098 0.0626 -0.46
C -2.427 5.248 4.525 -0.0096 0.1715 -0.0753 -0.56
H -0.639 5.648 5.723 -0.0071 0.0336 0.0010 0.39
H -0.844 3.964 5.231 -0.0098 0.0015 0.0164 -0.03
H -0.125 6.310 3.424 0.0178 0.0048 -0.0164 0.34
H 0.725 4.765 3.532 -0.0023 -0.0415 -0.0025 0.26
H -1.097 3.593 2.447 0.0880 0.0213 -0.0022 -0.76
H -1.196 5.159 1.617 -0.0747 -0.0108 -0.0221 0.19
H -2.685 6.309 4.605 0.0105 -0.0038 0.0823 0.30
H -3.131 4.675 5.128 -0.0476 -0.0342 -0.0616 0.31
C 8.662 -1.569 -4.514 0.0531 -0.1566 0.0124 -0.49
C 9.428 -1.367 -5.817 -0.0886 0.1462 -0.0279 -0.53
C 8.758 -2.384 -6.731 0.0366 -0.1725 0.0708 -0.54
O 7.400 -2.497 -6.288 0.0628 0.0622 0.0952 -0.47
C 7.255 -1.851 -5.023 -0.1082 0.1040 -0.1407 0.19
H 8.705 -0.715 -3.839 -0.0038 0.0249 -0.0049 0.21
H 9.051 -2.441 -3.984 -0.0037 0.0045 0.0250 0.33
H 9.260 -0.356 -6.195 0.0077 -0.0007 -0.0164 0.25
H 10.501 -1.521 -5.726 0.0133 -0.0351 0.0095 0.36
H 9.228 -3.369 -6.642 0.0633 0.0310 -0.0254 0.29
H 8.774 -2.087 -7.778 -0.0860 -0.0115 -0.0227 0.28
H 6.696 -0.921 -5.177 0.0332 0.0453 0.1022 -0.13
H 6.683 -2.495 -4.350 -0.0080 -0.0754 -0.0574 0.24
C -0.702 0.616 4.955 0.1139 0.1359 -0.1632 -0.47
C -1.712 0.244 3.873 -0.0519 -0.1400 0.1919 0.11
C -0.824 -0.420 2.835 0.0975 0.0296 -0.0170 0.69
O 0.261 -1.031 3.547 0.0087 0.1794 0.0211 -0.52
C 0.258 -0.566 4.904 -0.1408 -0.1355 0.0234 -0.59
H -1.145 0.761 5.938 -0.0151 -0.0299 0.0179 0.43
H -0.179 1.537 4.677 0.0146 -0.0044 0.0278 0.00
H -2.432 -0.476 4.264 -0.0644 0.0285 -0.0578 -0.24
H -2.266 1.096 3.477 0.0273 0.0269 -0.0199 0.46
H -0.402 0.320 2.150 -0.0964 0.1019 -0.0895 -0.90
H -1.351 -1.176 2.253 0.0491 -0.0972 0.0281 0.23
H -0.086 -1.384 5.544 0.0101 0.0468 0.0630 0.29
H 1.274 -0.299 5.199 0.0401 -0.0494 -0.0592 0.36
C -6.608 -0.875 5.482 -0.0789 -0.1623 -0.0935 -0.72
C -5.741 -1.772 6.358 0.1739 0.1728 0.0342 -0.27
C -4.800 -2.390 5.334 -0.1328 -0.1345 -0.1341 -0.37
O -4.630 -1.418 4.293 -0.1472 -0.0041 0.1383 -0.40
C -5.601 -0.376 4.457 0.1575 0.1052 0.0607 -0.31
H -7.094 -0.067 6.026 0.0274 0.0289 0.0206 0.35
H -7.382 -1.468 4.990 -0.0160 0.0266 -0.0203 0.27
H -5.179 -1.166 7.069 -0.0245 -0.0304 0.0705 0.06
H -6.305 -2.516 6.919 -0.0140 -0.0260 -0.0076 0.38
H -5.231 -3.293 4.889 0.0232 -0.0290 0.0559 0.30
H -3.827 -2.644 5.757 0.0520 0.0366 -0.0672 0.24
H -5.081 0.521 4.815 -0.0739 0.0375 -0.0052 0.18
H -6.056 -0.150 3.492 0.0644 -0.0386 -0.0524 0.35
C -5.578 -1.043 11.913 0.1453 0.0744 0.0108 -0.57
C -6.237 0.287 11.563 -0.1323 -0.0780 -0.0589 -0.54
C -5.547 0.640 10.253 0.1802 0.0062 0.0113 -0.44
O -5.225 -0.600 9.613 -0.0394 0.0378 0.1589 -0.31
C -5.410 -1.677 10.540 -0.1635 -0.0258 -0.0980 -0.45
H -6.163 -1.658 12.595 -0.0324 -0.0153 -0.0087 0.33
H -4.601 -0.866 12.368 0.0087 -0.0181 0.0098 0.27
H -7.306 0.140 11.396 -0.0113 0.0195 -0.0007 0.27
H -6.116 1.054 12.326 0.0326 0.0149 0.0094 0.34
H -4.614 1.185 10.430 -0.0447 0.0594 0.0341 0.28
H -6.176 1.237 9.592 0.0120 -0.0404 -0.0740 0.27
H -6.309 -2.230 10.246 0.0149 -0.0504 0.0610 0.27
H -4.555 -2.351 10.488 0.0363 0.0271 -0.0750 0.29
```
Positions in Å, forces in eV/Å.

For the energy relative to the best compared isomer or geometry (same formula, charge and spin), the calculation gives 1.145 eV. The charge is +1. The highest occupied orbital energy comes out at -10.14 eV.

=====

- Among the records above, which one has the lowest highest occupied orbital energy?
  C42H86N5O7S3

=====

- Among the records above, which one has the highest highest occupied orbital energy?
  C42H86Cl2O8